Below is 2 unconnected molecules or ions with the total composition C19H39B3N3O7S2 in a non-equilibrium geometry, with properties calculated with the ωB97M-V functional and the def2-TZVPD basis.

Summary:
net charge: +1
LUMO level: -2.46 eV

Geometry (Å):
1 S -2.9724 -5.3769 -0.6862
2 S 6.4318 -3.2343 -1.8337
3 O -2.6706 -6.2511 -2.1589
4 O 2.1023 -1.4623 0.9961
5 O -3.0695 -6.4906 0.4234
6 O 2.9174 -3.8062 0.3113
7 O 0.9110 -3.4557 1.9862
8 O -4.3269 -4.6520 -0.8980
9 O 6.1006 -5.2805 0.2566
10 N 5.6898 -7.3811 -1.0481
11 N 5.8846 -6.2908 -1.9188
12 N -2.1670 4.7518 -0.0256
13 C -3.4157 5.2433 2.0368
14 C 2.3067 -5.8235 1.9965
15 C -1.7859 -2.9087 0.4579
16 C -0.4842 2.2502 1.7112
17 C -2.0271 5.2938 1.4124
18 C 4.7348 -1.8058 0.1376
19 C 0.6787 2.0681 0.7494
20 C -0.5034 -1.8724 0.1768
21 C -1.3256 4.0926 -3.1438
22 C 6.1433 -4.9665 -1.1808
23 C -4.3818 4.9540 0.9047
24 C 5.8061 -6.7209 0.3084
25 C -3.5949 5.2375 -0.3574
26 C -1.8750 2.3344 1.0636
27 C -1.1239 5.4530 -0.9313
28 C -1.4986 -4.2313 -0.4685
29 C -1.4211 5.4340 -2.4386
30 C -2.0557 3.2092 -0.1811
31 C 4.9529 -2.1298 -1.4750
32 B 0.8391 -2.2633 1.0705
33 B 3.1983 -2.3486 0.5156
34 B 2.0346 -4.2790 1.4140
35 H -2.6254 2.5665 1.8240
36 H -3.4829 4.4810 2.8190
37 H -0.3902 3.5791 -2.9043
38 H -2.9683 2.8854 -0.6950
39 H -1.2405 -3.8209 -1.5588
40 H -2.2780 -5.5223 -2.7559
41 H -3.9720 4.7189 -1.2428
42 H -1.9043 -3.1349 1.6027
43 H 1.4629 -6.5304 1.5722
44 H -5.2854 5.5642 0.9688
45 H -2.1701 3.4446 -2.8961
46 H -1.2589 4.7585 1.9574
47 H 5.5215 -2.3765 0.8200
48 H -0.8348 -0.7375 0.3310
49 H -1.7100 6.3414 1.3476
50 H -0.6847 6.0953 -2.9123
51 H -0.6066 -4.9108 -0.0817
52 H -4.6916 3.9020 0.9348
53 H 0.5767 1.1416 0.1767
54 H -1.0947 6.5052 -0.6232
55 H -3.6452 6.2034 2.5130
56 H -3.5417 6.3172 -0.5467
57 H 3.9363 -2.5161 -1.9201
58 H 5.1646 -1.0880 -1.9831
59 H 2.3520 -5.8400 3.1887
60 H -1.3506 4.2406 -4.2304
61 H -1.2327 3.0040 -0.8642
62 H -2.1129 1.3108 0.7392
63 H 0.7682 2.9053 0.0528
64 H -0.2157 -1.9425 -0.9798
65 H -0.2827 3.1194 2.3391
66 H -2.3974 5.8845 -2.6504
67 H -0.4913 1.3974 2.4021
68 H 1.6179 2.0170 1.3109
69 H 5.7073 -7.1282 1.4010
70 H 4.8534 -0.6478 0.3740
71 H 3.3645 -6.1695 1.6008
72 H -0.1476 5.0130 -0.6993
73 H -2.7421 -2.3214 0.0853

Cartesian forces, eV/Å:
S -5.6 -3.6 2.2
S -0.8 -1.6 0.7
O 1.1 3.5 1.4
O -0.4 -3.8 -1.4
O 1.3 4.6 -4.4
O -1.7 2.8 3.2
O 2.4 1.1 -4.4
O 5.4 -1.6 0.4
O -0.9 -3.5 -3.5
N 1.2 6.7 4.9
N 0.6 3.6 3.1
N 0.1 0.7 -0.2
C 0.0 0.0 0.9
C 0.5 0.5 0.0
C 0.1 0.9 -0.5
C 0.1 0.1 0.2
C 0.2 0.1 -0.2
C -0.4 0.1 0.5
C 0.1 0.0 0.0
C -0.4 -0.1 -0.2
C -0.2 -0.2 -0.3
C -1.6 -5.1 0.4
C -0.4 -0.4 -0.2
C 0.2 0.7 -3.2
C 0.3 -0.2 -0.1
C 0.0 -0.1 0.2
C -0.4 0.2 -0.1
C 0.9 0.8 -0.5
C 0.1 -0.1 0.0
C -0.2 -0.1 0.1
C -1.3 1.0 0.9
B 1.3 -0.2 1.2
B -0.4 -0.1 0.1
B -0.1 -0.6 0.4
H 0.0 0.0 0.0
H 0.0 0.1 -0.1
H -0.1 0.0 0.0
H 0.2 0.2 0.2
H -0.6 -1.1 2.3
H -0.9 -1.7 0.8
H 0.2 0.2 0.1
H 0.3 0.2 -2.4
H 1.7 1.2 1.1
H 0.1 -0.1 -0.1
H 0.2 -0.1 -0.1
H 0.0 -0.1 -0.2
H -1.6 1.1 -1.6
H 0.7 -2.5 -0.2
H 0.0 -0.3 -0.3
H -0.1 0.0 0.3
H -2.0 1.4 -0.8
H 0.0 0.2 -0.1
H 0.1 0.1 0.0
H -0.1 -0.3 0.1
H 0.1 -0.2 -0.1
H 0.2 -0.3 0.0
H 2.2 0.4 0.6
H 0.0 -2.4 0.7
H -0.4 0.0 -2.7
H 0.0 0.0 0.3
H -0.1 0.3 0.1
H -0.1 0.3 -0.2
H 0.0 0.0 0.0
H -0.5 0.2 2.4
H 0.0 0.0 0.0
H 0.2 0.0 0.2
H -0.1 0.2 -0.1
H -0.2 -0.1 -0.2
H 0.3 0.7 -2.6
H -0.2 -2.5 -0.6
H -2.3 0.6 0.7
H -0.2 0.0 0.0
H 1.8 -1.7 0.7


Below is 10 unconnected molecules or ions with the total composition C68H112Br2N12O4 in a non-equilibrium geometry, with properties calculated with the ωB97M-V functional and the def2-TZVPD basis.

Summary:
energy above the lowest of the compared OMol25 structures with the same formula, charge and spin: 453.0 kJ/mol
net charge: +10
LUMO level: -20.09 eV

Geometry (Å):
1 Br -3.9177 -1.2442 3.2991
2 Br -4.8085 4.3919 -0.9672
3 O -5.0640 6.9249 -3.0941
4 O -1.9669 2.7407 -0.6945
5 O -8.4289 -0.0460 -3.7319
6 O 5.1118 5.9883 3.8416
7 N -5.4920 -0.3151 -1.3810
8 N 4.5038 -1.6176 -1.1523
9 N -2.5885 -4.8697 2.4301
10 N 8.8093 -4.2225 4.8739
11 N -1.3639 7.4243 -2.6440
12 N -0.6405 0.9702 1.5613
13 N 2.2323 -2.2751 -10.9979
14 N 2.5883 4.4977 4.5447
15 N -0.8500 -1.3549 -4.7800
16 N 1.9112 -2.9910 5.8327
17 N 4.1490 5.2611 -0.0138
18 N -8.8417 -8.3329 1.8597
19 C 3.1614 0.3224 -0.9692
20 C -1.3967 -3.9606 2.6169
21 C -1.5657 -1.4008 -5.9285
22 C -1.3944 1.4974 2.7354
23 C -0.9254 -1.4659 -7.0952
24 C 3.8778 -4.2414 6.3727
25 C -2.9275 -5.7904 3.4206
26 C -0.0853 2.1006 0.7491
27 C 1.1011 -1.7589 -8.4810
28 C 6.1091 -3.7400 5.2313
29 C 2.7299 6.0521 4.6112
30 C 3.2823 -1.0402 -0.9354
31 C 5.2671 3.1903 -0.0279
32 C -0.8804 7.3175 -4.0927
33 C 3.1158 4.7504 -0.7079
34 C 2.6043 -2.7171 -12.3872
35 C 4.0750 6.6721 0.4892
36 C -5.1131 -6.2492 2.2175
37 C 10.2627 -4.4248 4.7982
38 C 3.9600 -2.5509 4.6964
39 C 5.5052 0.4052 -1.5524
40 C -4.1540 -6.4614 3.2783
41 C -6.5216 -8.3415 2.3634
42 C -7.5688 -6.3320 1.6933
43 C 2.6615 -3.0072 -9.8941
44 C 4.2104 6.6191 4.7023
45 C 0.5220 -2.7577 6.1186
46 C -7.7442 -9.0275 2.2903
47 C 3.2031 3.4197 -1.1687
48 C -3.7499 7.0434 -3.5496
49 C -6.0341 0.2426 -0.0071
50 C -4.5873 0.7130 -2.1442
51 C 0.4692 -1.6285 -7.1545
52 C 2.5638 -2.2527 4.9347
53 C 2.4939 -3.9803 6.5097
54 C 0.7264 -1.0005 -9.5420
55 C 0.5201 -1.4859 -4.8031
56 C -4.6763 -5.3033 1.2472
57 C -1.1058 3.2809 0.3097
58 C 3.0005 3.9493 3.1796
59 C 6.8040 -3.1057 4.2355
60 C 2.1169 -2.7214 -8.6477
61 C 6.8539 -4.4644 6.1370
62 C 4.5492 -3.1150 -1.0564
63 C 1.0449 4.1366 4.7187
64 C 5.5980 -0.9724 -1.5528
65 C 1.3093 -1.2887 -10.8168
66 C -10.1266 -8.9877 1.4614
67 C -4.6713 -1.5586 -1.1567
68 C -6.4025 -7.0119 2.0703
69 C -1.4740 0.0666 0.6485
70 C 1.2124 -1.5579 -5.9777
71 C -7.6855 0.3841 -2.6281
72 C 5.2659 4.5915 0.3110
73 C -1.0640 6.0210 -1.9768
74 C -3.4262 -4.6219 1.3508
75 C 4.6425 -3.5191 5.4336
76 C -2.8875 7.8459 -2.5793
77 C 4.3181 2.6230 -0.8207
78 C 8.2332 -4.7663 5.9163
79 C -6.6875 -0.7394 -2.3770
80 C -0.6180 8.4814 -1.8505
81 C 0.5586 0.1910 2.0540
82 C 4.3414 1.1117 -1.1630
83 C 8.1753 -3.3517 4.0428
84 C -8.7828 -6.9622 1.7361
85 C 3.3854 3.7389 5.6204
86 C -1.4426 -1.3125 -3.4513
87 H -9.7041 -6.5041 1.4079
88 H -0.0311 -3.6950 6.0577
89 H 4.4194 -3.2610 0.0160
90 H 0.1835 7.0807 -4.1070
91 H -6.5728 -0.5979 0.4304
92 H -2.6442 -1.3561 -5.8927
93 H -8.4105 0.5264 -1.8267
94 H 0.3906 1.6876 -0.1403
95 H -4.2266 -7.3121 3.9396
96 H 6.3799 -2.4971 3.4506
97 H 4.2936 -5.0690 6.9284
98 H -7.7990 -10.0925 2.4611
99 H -1.7328 -0.6907 1.3885
100 H -1.1768 5.1799 -2.6609
101 H 6.4573 -5.0516 6.9521
102 H -5.3639 -2.2401 -0.6628
103 H -5.2780 -5.0758 0.3797
104 H -0.8154 -0.2686 -0.1528
105 H 0.8643 3.0618 4.7053
106 H -2.3821 1.8499 2.4385
107 H -2.3834 0.5812 0.3382
108 H -1.0194 8.3919 -0.8410
109 H 4.9709 7.2193 0.1958
110 H 4.0162 6.6803 1.5776
111 H 4.4390 3.9228 5.4104
112 H -5.1172 6.2969 -2.3699
113 H 2.4517 -1.6948 -0.7165
114 H 8.8022 -2.9609 3.2550
115 H -0.8014 2.2505 3.2543
116 H -3.7158 7.4777 -4.5487
117 H 4.1766 7.6161 4.2630
118 H -1.6755 3.5625 1.1952
119 H -0.5345 -4.2799 2.0314
120 H 0.4285 8.1768 -1.8466
121 H -7.1503 1.3118 -2.8306
122 H 0.0285 -2.1572 5.3544
123 H -3.6335 0.8525 -1.6353
124 H 2.3695 6.2431 5.6221
125 H -5.1353 1.6300 -2.3610
126 H -2.3617 -0.7315 -3.5273
127 H -2.7409 3.3034 -0.7710
128 H 3.3174 -2.0057 -12.8036
129 H 2.3847 2.9393 -1.6843
130 H 2.3303 5.4391 -0.9818
131 H 3.2507 2.6609 5.5317
132 H -10.2256 -9.9622 1.9397
133 H 0.4828 4.6641 3.9480
134 H -0.7375 9.4302 -2.3737
135 H 4.0840 3.8309 3.1675
136 H 2.0708 6.5417 3.8943
137 H 10.5390 -5.2765 5.4198
138 H -1.5663 0.6300 3.3728
139 H -1.3403 6.5098 -4.6621
140 H -2.9826 -3.9238 0.6563
141 H 2.2161 0.8153 -0.7962
142 H 2.6883 2.9064 3.1242
143 H 0.0753 -0.5908 2.6400
144 H -5.6500 -8.8906 2.6879
145 H -1.7759 -2.9790 2.3326
146 H -1.7420 5.8312 -1.1447
147 H -3.4091 6.0081 -3.5559
148 H 1.6395 -2.7006 -12.8941
149 H 2.6229 4.5866 2.3800
150 H -7.1172 -1.5777 -1.8287
151 H 1.0984 -0.2812 1.2332
152 H 1.1948 0.8352 2.6608
153 H -9.1975 0.5238 -3.8105
154 H 1.8324 -4.5797 7.1176
155 H 2.9439 -3.7518 -12.4344
156 H 4.5103 6.7713 5.7392
157 H 6.5232 -1.5191 -1.6595
158 H 1.0146 -0.8311 -11.7497
159 H 3.1682 4.2325 6.5676
160 H 0.7259 2.5730 1.3031
161 H -1.0308 -4.0648 3.6383
162 H -1.5488 -1.5024 -7.9763
163 H -0.5413 4.1673 0.0206
164 H 0.5495 -2.3319 7.1216
165 H 6.4313 0.9435 -1.6897
166 H 3.2528 7.2141 0.0220
167 H 4.5510 -2.0187 3.9657
168 H 5.5142 -3.4817 -1.4062
169 H -10.9245 -8.2838 1.6981
170 H -4.4049 -1.9755 -2.1279
171 H -4.3735 0.2161 -3.0904
172 H 5.8824 5.0391 1.0764
173 H 10.5315 -4.7889 3.8065
174 H -2.3167 -5.8579 4.3087
175 H 2.3920 -3.3213 -7.7928
176 H -0.7966 -0.8782 -2.6883
177 H -6.5456 1.1648 -0.2830
178 H 0.0015 5.9660 -1.7538
179 H -3.7529 -1.4196 -0.5862
180 H 1.0764 -1.4934 -3.8774
181 H 8.7292 -5.2908 6.7196
182 H -1.2267 8.1711 -4.6753
183 H 3.8151 -3.5002 -1.7641
184 H 2.2704 -1.7686 -6.0295
185 H -1.7601 -2.3242 -3.1984
186 H 10.7704 -3.4870 5.0239
187 H -10.0760 -8.8957 0.3765
188 H 3.3639 -3.8194 -10.0099
189 H 1.9963 -1.3939 4.6079
190 H -6.1671 -1.1655 -3.2348
191 H -0.1732 -0.4059 -9.4828
192 H -7.4340 -5.2860 1.4608
193 H -2.9029 8.8739 -2.9413
194 H 5.8350 6.5641 3.5831
195 H 0.6094 4.3913 5.6850
196 H 6.0833 2.5846 0.3372
197 H -5.2024 0.6045 0.5974
198 H -3.1886 7.9053 -1.5334

Cartesian forces, eV/Å:
Br 1.0 -0.2 -0.7
Br 1.0 -0.6 0.1
O -0.3 1.4 -0.7
O 2.5 -0.5 0.8
O 0.4 -0.2 -0.4
O 0.3 -2.0 -0.6
N 0.8 1.0 -0.6
N -0.7 -1.5 -0.9
N -0.6 -0.1 0.5
N 1.1 0.7 0.0
N -0.3 -1.6 0.0
N 1.3 1.2 -1.7
N -0.2 -0.7 2.2
N -1.5 -1.1 -0.7
N 2.3 -0.4 0.4
N 0.7 -0.5 -0.8
N 0.5 1.4 0.4
N 1.0 0.4 1.4
C 1.2 0.9 -0.1
C -0.5 -1.1 -0.3
C -0.5 0.5 2.0
C -0.5 -0.9 0.4
C 1.0 -0.7 -1.7
C -1.1 0.2 -0.4
C -1.9 1.4 -2.5
C -0.6 2.3 -0.9
C 1.4 -1.0 0.4
C -0.6 0.1 1.3
C 1.5 -0.7 1.8
C 1.1 0.4 -0.3
C 2.0 1.8 0.7
C -0.6 -0.1 0.0
C 0.9 -1.7 -1.1
C -0.8 0.4 -0.1
C 0.1 0.6 -0.4
C 2.4 0.5 0.0
C 0.9 -0.7 -1.0
C -1.9 0.7 0.3
C 0.2 1.8 0.7
C 0.4 -0.6 -0.7
C 0.1 -1.2 0.8
C 0.8 0.5 0.7
C -1.1 1.3 -0.1
C -1.3 1.4 -1.1
C -1.2 0.1 0.2
C -0.4 1.6 -1.2
C 0.1 0.5 0.8
C -0.5 -1.5 1.2
C 1.0 0.1 -2.0
C -1.0 -1.3 0.2
C -0.7 1.0 -0.7
C 3.0 -0.6 0.2
C 2.1 -0.8 -0.1
C -0.2 -0.6 -2.4
C -0.6 0.5 -0.5
C 1.2 0.6 0.5
C -0.2 -2.6 0.3
C 0.5 -0.2 1.2
C 2.4 0.1 -2.1
C 0.0 0.0 -0.4
C 1.3 -1.9 -0.2
C 0.3 0.8 -0.1
C 0.8 0.5 0.1
C -1.2 0.9 1.0
C 0.4 -0.8 0.5
C 0.3 1.1 -0.1
C -1.1 0.2 -0.3
C -0.2 0.8 0.1
C 0.2 0.2 2.0
C -0.5 -1.1 -0.5
C -0.3 -0.2 -0.4
C -2.1 -3.0 0.0
C -0.6 0.9 -1.0
C -0.3 -1.9 2.2
C -0.9 -0.2 0.5
C 0.9 0.5 -0.9
C -1.5 -0.8 -0.8
C -3.5 1.3 1.1
C 1.0 -0.1 2.2
C 0.0 -1.2 -0.8
C -1.5 -0.3 0.2
C 0.0 -0.5 0.1
C -1.1 -0.9 1.0
C 0.2 -1.5 -1.4
C 0.5 1.6 -0.7
C -1.7 -0.2 -0.2
H -0.1 0.2 0.3
H 0.2 -0.1 0.6
H -0.3 -0.9 -0.3
H 0.1 0.7 0.1
H -0.2 0.6 0.2
H -0.1 0.1 0.4
H 0.6 0.1 0.6
H -0.3 -0.2 -0.2
H -0.7 0.2 0.4
H -0.3 0.1 0.2
H 0.0 0.0 0.2
H -0.3 -0.1 0.0
H -0.6 -0.7 -0.5
H -0.6 0.4 -0.4
H -0.4 0.4 0.2
H 0.4 -0.2 0.2
H -0.1 -0.1 -0.1
H -0.2 0.0 0.0
H 0.6 -0.1 -0.5
H 0.2 0.1 -0.1
H 0.4 0.1 -0.1
H 0.0 0.7 -0.1
H 0.2 -0.2 -0.1
H -0.1 -0.2 -0.1
H 0.0 0.2 0.0
H 0.1 -0.4 0.3
H 0.1 -0.2 0.0
H -0.2 0.2 0.0
H -0.1 0.0 -0.2
H -0.2 0.0 0.1
H -0.8 0.5 0.7
H -0.1 0.2 0.0
H -0.3 -0.2 -0.5
H 0.1 0.3 0.0
H 0.0 0.3 0.0
H 0.4 0.5 0.3
H -0.4 0.3 0.4
H -0.5 0.3 -0.2
H 0.3 0.1 0.5
H 0.1 0.2 0.2
H -1.8 1.1 -0.3
H -0.1 -0.2 -0.1
H -0.1 0.5 -0.3
H -0.1 -0.1 0.2
H -0.6 0.2 0.3
H -0.1 0.1 -0.5
H 0.2 -0.1 0.0
H -0.1 0.1 0.5
H 0.0 0.8 -0.1
H 0.2 -0.4 -0.2
H 0.0 0.5 0.4
H -0.3 0.1 0.2
H -0.4 -0.4 0.8
H -0.5 0.0 -0.2
H -0.1 -0.2 0.1
H -0.7 0.1 -0.1
H 0.5 -0.2 0.3
H 0.0 -0.3 0.0
H 0.3 0.2 0.6
H 0.1 0.4 0.1
H 0.8 -0.2 -0.5
H 0.3 0.1 -0.5
H 0.0 -0.2 0.1
H -0.4 0.0 -0.2
H 0.0 0.3 -0.1
H -0.1 -0.1 -0.1
H -0.3 0.0 -0.2
H 0.2 0.0 0.3
H 0.3 0.2 0.5
H 0.3 -0.7 0.0
H 0.0 -0.1 -0.4
H -0.3 0.4 0.1
H -0.3 -0.6 0.2
H -0.1 0.0 0.4
H -0.6 0.4 0.1
H 0.2 0.0 -0.2
H 0.3 -0.1 -0.3
H -1.0 0.1 -0.1
H 0.1 0.2 -0.3
H -0.1 -0.3 0.2
H -0.5 0.4 0.0
H 0.0 0.1 0.3
H -0.1 -0.4 0.6
H -0.1 0.0 -0.1
H -0.1 0.0 -0.1
H 0.6 0.1 -0.4
H -0.1 0.4 -0.2
H 0.2 -0.2 -0.2
H 0.2 -0.2 -0.1
H 0.1 -0.1 -0.4
H -0.7 -0.4 0.2
H 0.0 0.6 0.5
H -0.3 0.4 0.3
H -0.5 0.0 0.3
H 0.7 -0.3 -0.5
H 0.7 0.5 0.4
H -0.2 -0.3 0.6
H 0.1 0.4 0.3
H 0.2 0.0 0.3
H 0.1 -0.2 0.2
H -0.1 -1.1 -0.1
H 0.1 0.1 -0.4
H 0.3 -0.1 -0.6
H -0.3 0.5 -0.3
H 0.3 0.6 -0.3
H -0.7 0.2 0.1
H 0.3 0.2 0.2
H 0.2 0.3 0.5
H 0.7 0.7 0.2
H 0.2 0.1 0.0
H 0.2 -0.6 0.0
H -0.1 -0.7 -0.1


Below is a molecular structure, C9H4F6N2O8S5SbTb in a non-equilibrium geometry, with properties calculated with the ωB97M-V functional and the def2-TZVPD basis.

Summary:
energy above the lowest of the compared OMol25 structures with the same formula, charge and spin: 0.0 kJ/mol
net charge: -1
LUMO level (spin up / spin down): 1.29 / 1.57 eV
<S²>: 16.74
multiplicity: 8

Geometry (Å):
1 Tb 0.2050 -1.3506 -0.3607
2 Sb 2.0763 -4.3530 -0.4528
3 S 4.0057 -4.8681 -1.5422
4 S 0.3945 -3.5161 -1.9009
5 S -2.2681 0.7697 -1.4808
6 S 0.1908 1.3565 -2.4071
7 S 2.2607 -2.5849 1.0534
8 F -1.9119 -1.2898 -3.1055
9 F 2.0918 1.6777 -4.1060
10 F -3.0001 -1.7531 -1.2929
11 F -3.9668 -0.6576 -2.8857
12 F 0.2581 0.9470 -5.0069
13 F 0.4135 3.0222 -4.3985
14 O 0.6314 -0.0376 -2.2135
15 O -2.4586 -2.1030 2.9916
16 O -3.4683 1.4809 -1.2173
17 O 2.9602 2.0737 1.5215
18 O 0.7631 2.3515 -1.5576
19 O -1.1470 -2.2484 1.1635
20 O -1.4279 0.3678 -0.3301
21 O 2.1706 0.4908 0.1522
22 N 0.2793 -0.2012 1.9080
23 N -1.3761 1.4476 -2.5857
24 C 2.1073 1.0969 1.1911
25 C -2.8201 -0.8512 -2.2431
26 C 0.7653 1.7738 -4.1034
27 C 0.9642 1.5006 3.4255
28 C 1.0782 0.8116 2.2351
29 C -0.6651 -0.5898 2.7472
30 C -0.8757 0.0605 3.9597
31 C -1.5254 -1.7634 2.2875
32 C -0.0486 1.1128 4.2994
33 H 1.6393 2.3119 3.6530
34 H -0.1828 1.6350 5.2379
35 H 3.5665 2.1661 0.7703
36 H -1.6790 -0.2866 4.5936

Cartesian forces, eV/Å:
Tb 0.9 -1.4 0.8
Sb 0.3 -0.5 -0.1
S 0.0 0.0 0.0
S -0.1 0.2 0.1
S 0.4 -0.1 0.2
S -0.1 -0.3 0.0
S -0.1 0.1 0.0
F 0.1 0.0 0.0
F -0.1 0.0 -0.1
F 0.0 0.0 0.1
F 0.0 0.0 0.0
F 0.0 0.0 0.1
F 0.0 -0.1 0.0
O 0.0 0.9 -0.4
O 0.0 -0.1 0.0
O 0.0 0.1 0.1
O 0.0 -0.1 -0.1
O 0.0 0.0 0.0
O -0.2 0.1 -0.1
O -0.7 0.3 -0.5
O -0.2 0.1 -0.1
N -0.1 0.1 0.0
N 0.0 0.1 0.0
C 0.0 0.1 0.2
C -0.1 0.2 -0.1
C -0.1 -0.1 0.0
C 0.0 0.0 0.0
C 0.1 0.0 -0.1
C -0.1 0.1 0.1
C 0.1 -0.1 0.0
C 0.0 0.0 -0.1
C 0.0 0.0 0.0
H 0.0 0.0 0.0
H 0.0 0.0 0.0
H 0.0 0.0 0.0
H 0.0 0.0 0.0


Below is C4H6F2O in the gas phase in a non-equilibrium geometry, with properties calculated with the ωB97M-V functional and the def2-TZVPD basis.

Summary:
energy above the lowest of the compared OMol25 structures with the same formula, charge and spin: 80.3 kJ/mol
LUMO level: 0.82 eV

Geometry (Å):
1 F -1.3689 1.7526 0.3034
2 F 0.5713 1.4893 1.1009
3 O 1.6308 -1.7605 -0.0398
4 C -0.1942 -0.0619 -1.3639
5 C -0.2901 -0.3805 0.1272
6 C 1.1052 -0.8977 0.6044
7 C -0.5814 0.8624 0.8839
8 H 1.4782 -0.5736 1.5404
9 H 0.0830 -0.9033 -1.9747
10 H -0.9658 0.7182 1.8496
11 H -1.1284 0.4601 -1.6915
12 H -0.9254 -1.3063 0.2028
13 H 0.5859 0.6013 -1.5426

Cartesian forces, eV/Å:
F -1.3 0.7 -1.3
F 2.2 1.2 0.0
O 0.7 -0.1 0.0
C -1.7 0.1 -0.1
C 1.2 -1.5 -1.2
C -1.9 -1.1 -1.5
C -0.6 -0.7 1.1
H 0.7 0.6 1.2
H -0.5 -0.6 0.0
H -0.9 -0.7 1.5
H 0.7 -0.8 0.0
H 0.0 1.3 0.6
H 1.4 1.6 -0.1